1.
C4H7N5 | ωB97M-V/def2-TZVPD

relative energy (zero: lowest compared OMol25 entry of this formula, charge and spin) = 5.188 eV
LUMO = 0.016 Ha
orbital gap = 8.11 eV
SMILES string = N/N=C\C1=CNNC=N1
total energy = -430.271713 hartree

Structure (ORCA input):
```
! RIJCOSX wB97M-V def2-TZVPD def2/J DEFGRID3
* xyz 0 1
N 2.87 -0.78 0.41
N 2.70 0.47 -0.12
C 1.50 0.95 -0.41
C 0.16 0.38 -0.23
C -0.83 1.29 0.00
N -2.13 0.79 0.37
N -2.44 -0.46 -0.06
C -1.30 -1.35 -0.22
N -0.09 -0.99 -0.17
H 1.99 -1.31 0.55
H 3.78 -1.26 0.09
H 1.51 2.03 -0.51
H -0.85 2.38 0.01
H -2.21 0.67 1.38
H -3.15 -0.48 -0.76
H -1.53 -2.33 -0.35
*
```

Atom charges from the Löwdin analysis, given in e for atoms 1 to 4:
1 N -0.0295
2 N -0.0686
3 C -0.1501
4 C -0.2752

---

2.
C4H7NO | ωB97M-V/def2-TZVPD

relative energy (zero: lowest compared OMol25 entry of this formula, charge and spin) = 1.859 eV
LUMO = 0.034 Ha
orbital gap = 10.90 eV
SMILES string = C[C@@]1(C=O)CN1
total energy = -286.563322 hartree

Structure (ORCA input):
```
! RIJCOSX wB97M-V def2-TZVPD def2/J DEFGRID3
* xyz 0 1
C -1.52 0.25 -0.27
C -0.03 0.04 -0.09
C 0.81 1.23 0.20
O 2.02 1.21 0.15
C 0.58 -1.17 0.54
N 0.60 -1.01 -0.90
H -1.73 0.73 -1.23
H -2.05 -0.71 -0.26
H -1.93 0.88 0.53
H 0.27 2.15 0.52
H 1.51 -0.97 1.07
H -0.07 -1.95 0.92
H 1.52 -0.69 -1.19
*
```

Atom charges from the Löwdin analysis, given in e for atoms 1 to 4:
1 C -0.0307
2 C -0.4858
3 C -0.1969
4 O 0.0467

---

3.
C3H11N2 | ωB97M-V/def2-TZVPD

relative energy (zero: lowest compared OMol25 entry of this formula, charge and spin) = 0.437 eV
LUMO = -0.153 Ha
orbital gap = 10.99 eV
total energy = -230.166309 hartree

Structure (ORCA input):
```
! RIJCOSX wB97M-V def2-TZVPD def2/J DEFGRID3
* xyz 1 1
C -0.52 -1.26 -1.52
C 0.21 -0.48 -2.57
H -1.57 -0.99 -1.40
H -0.50 -2.33 -1.70
H -0.04 -1.10 -0.55
H 0.53 0.49 -2.20
H -0.33 -0.38 -3.51
H 1.11 -1.00 -2.85
N -0.05 1.25 0.90
C -0.19 0.54 2.01
N 0.40 0.86 3.14
H 0.58 2.04 0.96
H -0.08 0.76 0.01
H -0.82 -0.33 2.10
H 0.18 0.33 3.97
H 1.09 1.60 3.21
*
```

Atom charges from the Löwdin analysis, given in e for atoms 1 to 4:
1 C -0.1758
2 C -0.1566
3 H 0.0755
4 H 0.0743